# 1
Density functional theory data (ωB97M-V/def2-TZVPD) for C20H23Br2NO2PSScTe as an isolated structure.

The calculation puts the highest occupied orbital energy at -0.2414 Ha. As for the largest force on an atom: 4.04 eV/A. For the LUMO energy, the calculation gives -0.301 eV. Its charge is 0.

Structure (XYZ):
```
52
Properties=species:S:1:pos:R:3:forces:R:3:lowdin_charge:R:1
Te 1.676996 1.578016 -2.751966 0.37 0.30 -1.00 0.1825
Br -0.061634 0.109513 4.429402 0.44 1.17 1.23 0.8617
Br -3.024701 -4.328952 2.956118 -0.18 -0.31 -0.26 0.7705
Sc 1.309700 0.478272 -0.495609 -0.32 0.04 1.52 0.3440
S 4.558032 0.047051 -0.633450 1.00 0.09 -0.22 0.8505
P -0.414640 2.592287 0.094366 -0.45 0.32 0.36 0.8633
O 3.307970 0.263953 0.174324 -1.10 0.21 0.47 -0.6484
O 0.471537 0.277367 1.456357 1.12 0.19 -0.53 -0.2563
N 0.096519 -1.522637 -0.504735 -0.81 -0.54 0.39 0.0982
C 5.765232 -0.398931 0.576031 2.19 -0.51 0.41 -0.2862
C -0.945094 3.293666 1.699815 2.18 2.82 -1.90 -0.2535
C -0.437464 -1.786941 0.769723 0.54 0.17 -0.01 -0.1061
C -2.707785 1.035797 0.789740 0.52 0.41 1.42 -0.0797
C -0.088067 -0.827832 1.793285 -1.04 0.16 0.66 -0.4175
C -1.292482 -2.875559 1.078365 -0.47 1.15 0.97 -0.1923
C -1.839565 1.506532 -0.184936 -0.24 -1.08 -0.98 -0.3844
C 0.143949 -2.035415 -2.884372 2.26 1.08 0.55 -0.0474
C 5.243442 1.669195 -1.050101 -0.62 -0.22 0.63 -0.2408
C -1.859735 -2.960743 2.409445 1.49 0.55 -0.61 -0.6397
C -3.834193 -0.336847 -0.754381 -0.06 -1.06 -2.18 -0.0995
C -0.862605 3.964627 -1.046627 -2.55 -1.00 -0.71 -0.2751
C -1.572790 -3.740179 0.032200 1.09 -0.03 -1.17 -0.0103
C -1.945992 0.958434 -1.494766 -0.27 0.38 1.79 -0.1290
C -2.939839 0.052895 -1.761580 -0.40 0.05 -0.55 -0.0730
C -3.664152 0.054369 0.518304 -0.34 1.27 1.51 -0.0907
C -1.399410 -2.107188 3.383739 -0.16 -0.38 -0.59 -0.1896
C -0.999307 -3.503384 -1.209045 -0.25 -0.93 -0.01 0.0087
C -0.215512 -2.354757 -1.511391 -1.40 -0.28 2.39 -0.3030
C -0.535966 -1.041682 3.117731 -0.23 -1.48 -2.51 -0.6835
H -0.745968 2.801504 2.577800 0.57 -1.62 1.82 -0.0080
H 0.331542 -0.972095 -2.955781 0.14 0.38 -0.03 -0.0285
H -0.205122 4.780289 -1.113188 1.15 1.00 0.31 0.0137
H 6.291585 1.546448 -1.364965 -0.49 0.18 0.20 0.0715
H -0.401204 4.284378 1.755636 -0.34 -0.93 0.09 0.0708
H -4.378540 -0.254474 1.284845 0.38 0.04 -0.11 0.1166
H -1.919258 4.356646 -0.804943 1.53 -0.61 -0.31 0.0829
H -1.087421 -4.266896 -1.994810 -0.26 0.51 0.27 0.1215
H 6.691186 -0.569687 -0.071226 -0.97 0.20 0.95 0.0770
H 6.023517 0.350007 1.383132 -0.63 -0.55 -1.09 0.0888
H 4.574573 1.958158 -1.840413 -0.01 0.41 -0.71 -0.0405
H -1.723622 -2.288533 4.379285 -0.27 0.11 0.73 0.0795
H -0.882698 3.528712 -2.080562 -0.06 0.31 0.91 0.0219
H -2.631388 1.436854 1.825390 -0.04 -0.44 -0.85 0.1151
H 5.046468 2.363031 -0.209328 0.51 -0.48 -0.27 0.0838
H -2.133579 -4.617270 0.282929 -0.36 -0.42 -0.39 0.0836
H 1.104395 -2.487360 -3.112599 0.18 -0.24 -0.29 0.1017
H -3.073392 -0.304888 -2.782690 -0.01 -0.03 0.24 0.1110
H 5.542712 -1.370668 1.060331 -0.18 0.57 -0.43 0.0641
H -1.206910 1.304959 -2.174887 0.24 -0.09 -1.03 0.0033
H -1.944317 3.577150 1.633164 -1.93 0.27 -0.09 0.0197
H -0.537569 -2.248313 -3.634900 -1.55 -0.94 -1.11 0.0699
H -4.667412 -0.968872 -1.038219 0.08 -0.18 0.12 0.1071
```
Positions in Å, forces in eV/Å.

---

# 2
Density functional theory data (ωB97M-V/def2-TZVPD) for a 11-piece molecular cluster, C4H32N3O10 overall.

The calculation puts the highest occupied orbital energy at -0.3898 Ha. As for the largest force on an atom: 3.02 eV/A. For the LUMO energy, the calculation gives -2.558 eV. Its charge is +1.

Structure (XYZ):
```
49
Properties=species:S:1:pos:R:3:forces:R:3:lowdin_charge:R:1
O -2.589099 3.636403 0.852986 -0.50 -0.39 -0.21 -0.0610
O 3.111381 -0.525668 -1.280078 0.05 0.05 0.25 -0.0449
O 1.933789 -1.350838 1.192428 0.09 0.52 -0.21 -0.0646
O 0.297471 4.493718 -1.636311 0.54 -0.14 0.26 -0.0554
O -0.213044 1.532618 -3.409692 0.31 0.89 1.02 -0.0584
O 0.624397 -1.679060 3.360770 -0.69 0.63 0.19 -0.0725
O 2.573230 -1.421515 -4.341121 0.63 0.21 1.03 -0.0477
O 1.894115 1.798630 2.992082 -0.69 0.14 -0.30 -0.0405
O 1.478909 1.412580 0.001852 0.66 0.62 0.55 -0.0762
O -4.364186 -2.480131 1.493884 -0.03 -0.10 -0.10 -0.0488
N -0.681608 0.491015 1.793505 -0.28 0.00 0.53 0.1766
N -0.108813 -0.359389 -1.087029 -0.36 1.12 -0.42 0.0706
N 0.470887 -3.020588 -0.760438 -0.50 0.09 -0.48 0.0506
C -2.152983 0.240438 1.457914 0.61 -1.32 0.90 -0.0858
C -0.760250 -2.495832 -0.308092 0.82 0.01 1.28 -0.1374
C -2.257104 -0.577231 0.133880 0.00 3.02 0.14 -0.1129
C -0.993626 -1.176411 -0.337238 -0.20 -1.47 -1.68 -0.3688
H 2.798035 -0.462430 -2.188304 0.11 -0.36 -0.44 0.0283
H 2.217772 -0.784590 -4.964254 -0.39 -0.56 -0.30 0.0463
H 0.661137 -1.529993 2.396436 0.58 -0.96 0.55 -0.0178
H -2.551605 0.144301 -0.659307 -0.06 -0.32 0.38 0.1335
H -1.718887 3.721520 1.252006 -0.33 0.73 0.17 0.0263
H 0.300331 -0.798723 -1.895155 0.31 -1.06 0.09 0.0849
H 2.605173 -2.015239 1.021341 0.19 0.09 0.12 0.0762
H 2.533228 2.227551 3.565788 0.22 -0.20 -0.05 0.0558
H -0.493667 0.470921 -1.556061 -0.42 -0.43 0.83 0.0698
H -2.697799 1.160836 1.503768 -0.07 0.67 -0.50 0.0919
H -2.541588 -0.341044 2.328764 0.32 0.13 -0.84 0.1342
H 1.266559 -2.537383 -0.365924 -0.17 -0.20 -0.19 0.0363
H 2.195131 -2.306127 -4.402115 -0.29 0.49 -0.51 0.0517
H 0.509408 3.877117 -0.924402 -0.17 -0.11 0.02 0.0090
H 1.058894 5.091954 -1.599979 -0.30 0.04 -0.26 0.0511
H 1.649617 1.059143 -0.875741 -0.17 -0.26 0.02 0.0126
H -3.962395 -3.345794 1.370458 0.02 -0.07 0.11 0.0454
H 0.549524 -2.619455 3.543817 -0.11 0.04 -0.23 0.0525
H 2.335248 1.155193 2.431206 0.33 -0.10 0.43 0.0154
H -3.093629 -1.191169 0.319325 -0.52 -1.32 -0.23 0.0671
H 3.809013 -1.189341 -1.294654 0.07 0.11 -0.22 0.0730
H -5.164804 -2.526400 0.960680 -0.12 0.06 0.07 0.0559
H -0.481878 -0.035949 2.672351 0.45 -0.09 -0.91 0.1303
H -1.401605 -3.114247 0.315225 -0.12 -0.14 -0.37 0.1141
H -3.196615 4.352444 1.116351 0.90 -0.34 0.07 0.0629
H -0.862817 2.056926 -2.909043 -0.32 -0.23 -0.54 0.0505
H 2.370106 1.528244 0.363048 -0.15 0.36 -0.12 0.0569
H 0.574752 -4.022038 -0.799422 -0.14 0.12 0.19 0.0843
H 0.557900 2.087190 -3.188890 0.02 -0.29 -0.54 0.0439
H -0.499274 1.449975 2.076312 0.12 0.26 -0.28 0.1307
H -0.044353 0.264774 0.975347 -0.44 0.26 1.07 0.1024
H 1.979295 -0.698178 0.477085 0.19 -0.20 -0.32 0.0020
```
Positions in Å, forces in eV/Å.

---

# 3
Density functional theory data (ωB97M-V/def2-TZVPD) for C4H6O3Ru as an isolated structure.

The calculation puts the highest occupied orbital energy (alpha / beta) at -0.9962 / -1.0560 Ha. As for the expectation value of S²: 12.396. As for the largest force on an atom: 4.81 eV/A. Its spin multiplicity is 7. For the LUMO energy (alpha / beta), the calculation gives -21.962 / -23.862 eV. Its charge is +4.

Structure (XYZ):
```
14
Properties=species:S:1:pos:R:3:forces:R:3:lowdin_spin:R:1
Ru 0.741404 2.254487 0.406176 0.20 0.32 0.86 3.6582
O -1.324223 -0.612875 0.667790 -2.18 0.63 -0.03 0.1582
O 0.803447 -0.049734 1.172702 -2.01 1.85 0.20 -0.0814
O -5.070803 -0.185016 -0.358385 0.16 1.30 -0.61 0.6585
C 1.630988 -0.876999 0.280369 1.27 -1.64 -1.40 -0.0062
C -3.951099 -0.721336 -0.222051 -0.04 -3.90 -0.42 0.7860
C -0.442918 0.218609 1.017946 1.62 -0.56 -0.44 -0.0160
C -2.694651 -0.258500 -0.367208 3.85 2.84 0.48 0.6675
H 2.339821 -0.164679 -0.144988 0.47 -0.36 0.20 -0.0007
H 1.058115 -1.350146 -0.520936 -0.38 0.17 0.24 0.0001
H -5.606669 -0.127080 0.458324 -1.88 -0.20 1.03 0.0209
H -3.236260 -1.395628 -1.160056 -1.48 -0.47 0.26 0.1292
H 2.076539 -1.643096 0.920466 0.32 0.19 0.18 -0.0096
H -2.487693 0.752270 -0.727918 0.07 -0.18 -0.54 0.0353
```
Positions in Å, forces in eV/Å.

---

# 4
Density functional theory data (ωB97M-V/def2-TZVPD) for C10H14IPSi as an isolated structure.

The calculation puts the highest occupied orbital energy at -0.3132 Ha. As for the largest force on an atom: 3.54 eV/A. For the LUMO energy, the calculation gives -0.294 eV. Its charge is 0.

Structure (XYZ):
```
27
Properties=species:S:1:pos:R:3:forces:R:3:lowdin_charge:R:1
I 4.493398 -0.382447 0.149339 -0.80 -0.26 -0.20 0.6924
P 1.920075 -2.208991 -0.302009 0.01 0.62 -0.11 0.8888
Si 1.406176 1.026887 0.172866 0.56 -0.43 -0.77 0.3774
C -1.697115 -3.579387 -1.280798 -2.07 -0.68 -0.54 -0.0989
C -0.220625 0.979556 -0.721599 -1.85 -0.11 2.56 -0.1846
C 0.076771 -2.293706 -0.281289 0.81 1.03 0.11 -0.4482
C -0.786798 -1.710752 0.674622 1.31 -0.94 -0.38 -0.1366
C 2.329755 -0.590894 -0.177088 0.43 -0.74 1.07 -1.0367
C -2.519728 -3.080693 -0.294122 -1.24 0.05 0.94 -0.0659
C 2.548931 2.252154 -0.745984 -1.24 0.11 -0.19 -0.2373
C 1.256843 1.248613 2.059008 -3.54 -0.21 0.11 -0.1730
C -2.050205 -2.168193 0.674755 -1.46 -1.04 -1.26 -0.0959
C -0.425899 -3.142039 -1.267548 1.44 0.62 0.84 -0.1642
H 2.754154 2.215809 -1.836131 -0.45 -0.81 0.57 0.0527
H -2.648000 -1.781215 1.455247 -1.17 0.05 0.48 0.0963
H -0.614802 -1.031564 1.501185 1.13 0.00 -0.36 0.0919
H -3.561207 -3.405823 -0.220701 0.32 0.06 -0.07 0.1056
H -0.393168 1.923562 -1.206905 -0.19 0.18 -0.58 0.0232
H 0.496533 0.572733 2.655014 1.74 0.60 -1.55 0.0709
H 3.505338 2.249018 -0.265895 0.44 0.63 0.44 -0.0536
H 0.218629 -3.508707 -2.013189 1.05 -0.42 -0.73 0.0777
H -1.136189 0.742050 -0.042047 1.58 0.80 -0.90 0.0674
H -2.025562 -4.308773 -2.064592 0.11 0.85 0.93 0.1286
H -0.224623 0.115686 -1.328184 0.11 -0.57 -1.41 0.0015
H 1.976209 3.170393 -0.652809 0.44 0.74 0.36 0.0163
H 0.846278 2.207517 2.406330 0.35 0.26 -0.60 0.0291
H 2.205931 1.171204 2.450625 2.14 -0.40 1.23 -0.0249
```
Positions in Å, forces in eV/Å.

---

In kcal per mole, the ΔE to the lowest compared entry with this formula, charge and spin values for the records above are, in order, 18.5 70.0 100.5 0.0.
In a.u., the E values for the records above are, in order, -7897.5480 -1088.0187 -473.9565 -1317.9368.